Entry 1:
DFT (wB97M-V/def2-TZVPD) results for one molecule with the formula C20H26O4 in a non-equilibrium geometry.

Computed properties:
Energy relative to the best compared isomer or geometry (same formula, charge and spin) in kcal per mole: 115.0
Gap between HOMO and LUMO in eV: 8.844
Electronic energy in eV: -29346.12958
LUMO in Ha: -0.0165
SMILES: C=C1C(=O)[C@H]2O[C@@]23[C@H]1C[C@]12CC[C@H](C(C)C)[C@]1(C)[C@@H](O)C(=O)[C@]32C
E_HOMO in eV: -9.29
Total charge: 0

XYZ file:
```
50
Properties=species:S:1:pos:R:3:mulliken_charge:R:1
O -1.638 -3.847 -4.049 -0.59
O 3.338 -0.212 1.304 -0.61
O 0.586 -2.531 -1.863 -0.56
O 2.312 -2.737 0.323 -0.70
C 0.985 -0.044 2.820 -1.58
C 0.035 4.135 -0.026 -1.48
C 0.319 1.805 1.314 -0.18
C -0.466 -3.449 -1.951 -0.66
C -1.872 -1.725 -2.863 -0.08
C -0.367 -0.339 0.483 1.27
C 0.795 2.732 0.127 0.28
C 0.797 0.326 1.251 1.34
C -0.514 -2.223 -1.023 0.33
C -0.710 -0.007 -1.094 -2.00
C -1.313 1.643 1.250 -1.27
C 1.548 -1.733 0.376 -0.22
C -0.011 -1.846 0.330 1.32
C -1.634 0.116 1.205 -1.51
C 2.067 -0.237 0.522 -0.48
C -1.465 -3.150 -3.077 0.20
C -0.504 -2.803 1.385 -1.86
C 2.350 3.072 0.212 -1.56
C -1.529 -1.232 -1.533 0.73
C -2.341 -0.805 -3.851 -1.34
H 3.772 -1.122 1.081 0.44
H -0.151 -2.610 2.414 0.37
H -1.826 2.076 0.411 0.50
H 2.627 3.639 -0.653 0.49
H -1.260 0.850 -1.305 0.86
H 0.701 2.254 2.197 1.04
H -1.558 -2.574 1.388 0.56
H 1.623 0.548 3.373 0.49
H -1.688 -0.410 2.077 0.74
H 2.526 3.624 1.101 0.41
H -2.586 0.220 -3.431 0.20
H 2.118 0.374 -0.470 0.37
H -2.650 -1.005 -4.817 0.46
H 1.386 -1.106 2.937 0.32
H -0.114 -4.494 -1.868 0.53
H 0.354 4.648 -0.975 0.38
H 0.708 2.167 -0.768 0.06
H -0.952 3.911 -0.229 0.49
H -0.290 -3.838 1.277 0.34
H 0.203 4.849 0.894 0.24
H -1.718 2.170 2.181 0.30
H -2.425 -1.222 -0.875 0.41
H -2.681 0.151 0.781 0.30
H 2.927 2.087 0.061 0.21
H 0.142 0.083 -1.766 0.45
H 0.044 -0.179 3.413 0.26
```

=====

Entry 2:
DFT (wB97M-V/def2-TZVPD) results for one molecule with the formula C20H26O5.

Computed properties:
Energy relative to the best compared isomer or geometry (same formula, charge and spin) in kcal per mole: 6.4
Gap between HOMO and LUMO in eV: 9.733
Electronic energy in eV: -31398.25177
LUMO in Ha: 0.0270
SMILES: C=CCOC(=O)C1=C[C@H](c2ccccc2)[C@@H](CCCO)[C@H](OCC)O1
E_HOMO in eV: -9.00
Total charge: 0

XYZ file:
```
51
Properties=species:S:1:pos:R:3:mulliken_charge:R:1
O -0.198 -0.361 2.106 -0.36
O -0.720 -5.362 0.795 -0.53
O 1.317 0.497 0.583 -0.42
O 2.032 2.954 0.980 -0.14
O 0.985 3.717 -0.859 -0.64
C 4.933 4.892 1.243 -0.82
C 1.237 0.985 3.592 -1.04
C 2.525 4.263 1.271 -0.48
C -1.807 -4.492 0.998 -0.68
C 0.109 1.052 -1.369 -0.90
C 0.585 -0.359 3.291 -0.33
C 1.287 2.814 -0.116 0.02
C -0.609 -0.945 -0.127 0.27
C -0.857 -2.454 -0.185 -1.29
C 3.846 4.504 0.606 0.05
C -1.342 -1.487 -3.522 -0.02
C -1.395 -3.022 1.128 -0.19
C 0.854 1.408 -0.320 0.19
C 0.476 -0.600 0.910 -0.45
C -1.417 -0.574 -2.480 -0.07
C -3.647 -0.001 -3.183 -0.86
C -2.580 0.169 -2.319 -0.32
C -0.266 -0.389 -1.527 0.93
C -2.409 -1.658 -4.387 -0.69
C -3.565 -0.916 -4.218 -0.39
H -1.522 -0.451 0.221 0.06
H -2.646 0.889 -1.516 0.41
H -0.284 -5.124 -0.030 0.33
H 3.848 4.334 -0.462 0.28
H 1.773 0.924 4.536 0.45
H 2.610 4.315 2.358 0.29
H 4.938 5.062 2.307 0.25
H -4.398 -1.049 -4.892 0.39
H 0.079 -2.952 -0.456 0.47
H -1.585 -2.646 -0.978 0.43
H -0.440 -2.067 -3.662 0.38
H -0.120 -0.621 4.085 0.34
H -2.337 -2.372 -5.195 0.39
H 5.860 5.068 0.726 0.27
H -2.540 -4.599 0.185 0.34
H -2.272 -4.827 1.927 0.38
H -0.644 -2.937 1.912 0.15
H 1.929 1.259 2.801 0.17
H 0.473 1.756 3.667 0.28
H -4.545 0.584 -3.048 0.39
H 1.793 4.999 0.911 0.32
H 1.351 -1.144 3.223 0.34
H -2.267 -2.445 1.437 0.35
H 1.185 -1.439 1.038 0.56
H 0.608 -0.938 -1.904 0.55
H -0.223 1.789 -2.080 0.57
```